No. 1
DFT (ωB97M-V/def2-TZVPD) results for a 3-piece molecular cluster, C4H13N2OS overall in a non-equilibrium geometry.

Each line ends with the Mulliken charge.
Positions of all 21 atoms, in Å:
S (-2.036, -0.038, -1.085)  -0.6693
O (-3.838, -1.090, 1.187)  -0.6434
N (3.366, -0.737, -0.157)  -0.4502
N (0.426, -0.821, 0.801)  -0.7175
C (0.541, 0.489, 0.142)  0.4692
C (4.011, -0.326, -1.207)  -0.1695
C (-0.885, 0.994, -0.098)  -0.9507
C (1.189, 1.453, 1.144)  -1.2806
H (-0.904, 2.022, -0.473)  0.3015
H (-3.438, -1.159, 2.054)  0.2745
H (-1.329, 1.080, 0.907)  0.2588
H (2.839, 0.197, -0.427)  0.0251
H (4.056, -0.876, -2.165)  0.2288
H (1.143, 2.446, 0.672)  0.2951
H (-0.075, -1.458, 0.173)  0.2666
H (-3.199, -0.654, 0.550)  0.2628
H (0.563, 1.502, 2.029)  0.3958
H (2.246, 1.249, 1.308)  0.4292
H (1.085, 0.428, -0.808)  0.1223
H (4.712, 0.534, -1.178)  0.2416
H (1.328, -1.296, 0.722)  0.3101

As for the HOMO energy: -0.10462 Ha. Its HOMO-LUMO gap is 5.4 eV. The largest force on an atom is 2.9 eV/Å. The calculation puts the energy relative to the best compared isomer or geometry (same formula, charge and spin) at 3.483 eV. The total charge is -1. As for the spin multiplicity: 1.

=====

No. 2
DFT (ωB97M-V/def2-TZVPD) results for a 2-piece molecular cluster, C4H13N2OS overall in a non-equilibrium geometry.

Each line ends with the Mulliken charge.
Positions of all 21 atoms, in Å:
S (2.772, -0.876, 0.418)  -0.0908
O (2.688, 1.899, -0.949)  -0.6318
N (-1.363, -0.995, 0.571)  -0.4194
N (-2.537, 0.595, -0.902)  -0.6930
C (0.192, 0.731, 1.458)  -1.3357
C (0.033, -0.654, 0.921)  0.4731
C (1.047, -0.885, -0.224)  -0.9787
C (-1.843, -0.701, -0.776)  -0.5208
H (0.125, 1.512, 0.676)  0.2743
H (2.700, 1.075, -0.414)  0.2773
H (2.678, 1.570, -1.850)  0.3111
H (-1.449, -1.987, 0.753)  0.2883
H (0.860, -1.827, -0.769)  0.3905
H (-1.786, 1.197, -1.245)  0.3116
H (1.194, 1.095, 1.758)  0.4075
H (-2.468, -1.536, -1.112)  0.3686
H (0.952, -0.085, -0.960)  0.3676
H (0.177, -1.418, 1.710)  0.2649
H (-0.981, -0.699, -1.444)  0.2966
H (-0.426, 0.993, 2.345)  0.3062
H (-2.565, 0.997, 0.036)  0.3325

As for the HOMO energy (alpha / beta): -0.34389 / -0.34328 Ha. Its HOMO-LUMO gap (alpha / beta) is 10.0 / 6.8 eV. The largest force on an atom is 2.6 eV/Å. The expectation value of S² is 0.75. The calculation puts the energy relative to the best compared isomer or geometry (same formula, charge and spin) at 0.181 eV. As for the spin multiplicity: 2.

=====

No. 3
DFT (ωB97M-V/def2-TZVPD) results for a 2-piece molecular cluster, C4H13N2P overall in a non-equilibrium geometry.

Each line ends with the Mulliken charge.
Positions of all 20 atoms, in Å:
P (-2.152, 0.939, -0.699)  -0.0700
N (1.044, 0.316, -0.459)  -0.1300
N (-2.001, -0.431, 0.275)  -0.1763
C (1.582, -1.027, -0.784)  -0.9829
C (1.894, 0.857, 0.557)  -1.0442
C (-2.388, -1.812, 0.001)  -0.9090
C (-1.441, 2.140, 0.191)  -0.5357
H (1.656, -1.802, 0.016)  0.2761
H (1.713, 0.227, 1.471)  0.3173
H (1.695, 1.885, 0.835)  0.3333
H (-3.205, -2.135, 0.597)  0.3111
H (-2.131, -0.174, 1.254)  0.2852
H (-1.139, 1.853, 1.226)  0.1677
H (-1.557, -2.436, 0.278)  0.2832
H (-1.439, 3.216, 0.038)  0.2993
H (0.713, -1.248, -1.512)  0.2603
H (1.069, 0.893, -1.328)  0.2670
H (2.499, -1.034, -1.256)  0.3869
H (-2.573, -2.014, -1.013)  0.3376
H (2.999, 0.923, 0.363)  0.3230

As for the HOMO energy: -0.29662 Ha. Its HOMO-LUMO gap is 9.1 eV. The largest force on an atom is 4.8 eV/Å. The calculation puts the energy relative to the best compared isomer or geometry (same formula, charge and spin) at 1.900 eV. The SMILES is C=PNC.CNC. As for the spin multiplicity: 1.

=====

No. 4
DFT (ωB97M-V/def2-TZVPD) results for a 2-piece molecular cluster, C4H13N2PS overall in a non-equilibrium geometry.

Each line ends with the Mulliken charge.
Positions of all 21 atoms, in Å:
S (0.547, -1.300, 1.516)  -0.3982
P (0.289, -0.264, -0.091)  0.2723
N (1.771, -1.953, -1.877)  -0.7079
N (1.471, -0.647, -1.340)  -0.1225
C (-2.777, -0.527, 1.021)  -0.6829
C (0.719, 1.541, 0.192)  -0.6150
C (2.039, 1.707, 0.937)  -1.0784
C (-2.436, -0.442, -0.472)  -0.5760
H (1.523, 0.121, -1.989)  0.2638
H (-3.584, 0.108, 1.148)  0.3568
H (-2.774, 0.537, -0.926)  0.2659
H (-1.896, -0.182, 1.525)  0.1433
H (-3.063, -1.543, 1.243)  0.2521
H (2.222, -2.549, -1.093)  0.2913
H (-0.169, 1.794, 0.754)  0.2785
H (2.187, 1.157, 1.828)  0.3666
H (-2.401, -1.395, -1.128)  0.3136
H (0.539, 2.129, -0.674)  0.4813
H (2.917, 1.394, 0.312)  0.2804
H (2.044, 2.752, 1.176)  0.3501
H (0.832, -2.438, -2.064)  0.2648

As for the HOMO energy (alpha / beta): -0.28541 / -0.28195 Ha. Its HOMO-LUMO gap (alpha / beta) is 7.4 / 7.5 eV. The largest force on an atom is 3.1 eV/Å. The calculation puts the energy relative to the best compared isomer or geometry (same formula, charge and spin) at 2.523 eV. As for the spin multiplicity: 1.

=====

No. 5
DFT (ωB97M-V/def2-TZVPD) results for a single C4H13N2S molecule in a non-equilibrium geometry.

Each line ends with the Mulliken charge.
Positions of all 20 atoms, in Å:
S (-0.286, -2.215, 1.963)  -0.2205
N (-1.324, 1.775, -1.024)  -1.8144
N (1.205, 2.072, -2.010)  -0.5924
C (-0.343, 0.571, -0.928)  -0.0234
C (0.537, -1.168, 0.714)  -0.6007
C (1.006, 1.148, -0.810)  -1.1523
C (-0.608, -0.293, 0.255)  -1.4438
H (-0.224, 0.051, -1.934)  0.0771
H (1.351, -0.623, 1.240)  0.3491
H (0.966, -1.682, -0.205)  0.3863
H (-1.967, 1.834, -1.817)  1.0314
H (-0.726, 2.606, -1.133)  0.5930
H (1.742, 0.348, -0.669)  0.3827
H (-0.852, 0.347, 1.091)  0.4428
H (-1.971, 1.869, -0.148)  0.9317
H (1.504, 2.896, -1.538)  0.3475
H (1.838, 1.657, -2.671)  0.2918
H (1.158, 1.754, 0.128)  0.4347
H (0.655, -3.157, 1.939)  0.1328
H (-1.607, -0.935, 0.167)  0.4464

As for the HOMO energy (alpha / beta): -0.12057 / -0.34902 Ha. Its HOMO-LUMO gap (alpha / beta) is 3.8 / 9.9 eV. The largest force on an atom is 3.2 eV/Å. The expectation value of S² is 0.75. The calculation puts the energy relative to the best compared isomer or geometry (same formula, charge and spin) at 3.017 eV. As for the spin multiplicity: 2.

=====

No. 6
DFT (ωB97M-V/def2-TZVPD) results for a 2-piece molecular cluster, C4H13N2S overall.

Each line ends with the Mulliken charge.
Positions of all 20 atoms, in Å:
S (2.717, 1.405, -1.347)  -0.0158
N (-2.262, -0.093, 2.603)  -0.3950
N (-0.622, -1.191, -0.540)  -0.1618
C (2.431, -0.165, -0.522)  -0.7921
C (-1.545, -0.439, 0.334)  -0.3480
C (1.002, 1.886, -1.623)  -0.7394
C (-1.564, -0.721, 1.642)  -0.0433
H (-1.125, -1.681, -1.286)  0.3622
H (1.796, -0.044, 0.361)  0.2468
H (0.530, 1.275, -2.398)  0.2857
H (3.385, -0.558, -0.174)  0.3452
H (-2.210, -0.433, 3.547)  0.2316
H (-3.053, 0.493, 2.397)  0.2190
H (-0.915, -1.512, 2.011)  0.2338
H (0.070, -0.555, -0.952)  -0.0411
H (0.428, 1.816, -0.694)  0.2007
H (-2.031, 0.389, -0.155)  0.3646
H (2.051, -0.905, -1.232)  0.2704
H (0.999, 2.924, -1.943)  0.3368
H (-0.081, -1.889, -0.027)  0.4396

As for the HOMO energy: -0.43481 Ha. Its HOMO-LUMO gap is 8.6 eV. The largest force on an atom is 0.3 eV/Å. The calculation puts the energy relative to the best compared isomer or geometry (same formula, charge and spin) at 1.501 eV. The total charge is +1. As for the spin multiplicity: 1.

=====

No. 7
DFT (ωB97M-V/def2-TZVPD) results for an isolated ion of composition C4H13N2S2 and charge +1 in a non-equilibrium geometry.

Each line ends with the Mulliken charge.
Positions of all 21 atoms, in Å:
S (2.524, -0.077, 0.337)  -0.0696
S (-0.535, 0.821, 2.026)  -0.1052
N (0.414, -0.934, -1.373)  -0.1668
N (-1.675, 0.154, -0.460)  -0.6728
C (0.388, -1.729, 1.001)  -1.6360
C (0.568, -0.531, 0.058)  -0.7072
C (-0.452, 0.607, 0.198)  1.0061
C (0.016, 1.837, -0.668)  -1.4447
H (-1.434, 1.776, 1.988)  0.1770
H (2.375, 0.800, 1.427)  0.2312
H (0.851, -1.466, 1.917)  0.4732
H (1.073, -0.379, -2.010)  0.3963
H (-2.212, -0.471, 0.134)  0.2227
H (-0.327, 2.722, -0.202)  0.3900
H (0.866, -2.549, 0.632)  0.5809
H (-2.448, 0.822, -0.563)  0.2879
H (-0.534, -0.924, -1.754)  0.3620
H (1.087, 1.653, -0.810)  0.3553
H (-0.512, 1.632, -1.567)  0.4978
H (0.621, -1.988, -1.356)  0.3815
H (-0.654, -1.774, 1.045)  0.4403

As for the HOMO energy: -0.48374 Ha. Its HOMO-LUMO gap is 9.8 eV. The largest force on an atom is 4.0 eV/Å. The calculation puts the energy relative to the best compared isomer or geometry (same formula, charge and spin) at 2.237 eV. The SMILES is C[C@](N)(S)[C@@](C)([NH3+])S. The total charge is +1. As for the spin multiplicity: 1.

=====

No. 8
DFT (ωB97M-V/def2-TZVPD) results for an isolated ion of composition C4H13N2S2 and charge +1 in a non-equilibrium geometry.

Each line ends with the Mulliken charge.
Positions of all 21 atoms, in Å:
S (-1.847, -1.474, -0.068)  0.0142
S (1.177, -1.938, 0.346)  -0.0836
N (1.711, 0.727, -0.025)  -0.5996
N (-1.243, 1.325, -0.189)  -0.1775
C (-0.673, 0.131, 0.390)  -0.4183
C (-0.739, 0.191, 1.938)  -1.5820
C (0.642, -0.382, -1.820)  -1.8158
C (0.671, -0.201, -0.366)  0.7436
H (-0.942, 2.303, 0.144)  0.3912
H (-2.328, 1.374, 0.182)  0.4364
H (2.335, 0.966, -0.879)  0.2835
H (-1.288, 1.164, -1.186)  0.3591
H (-0.345, 1.194, 2.152)  0.4708
H (1.661, -0.651, -2.210)  0.4513
H (-1.923, -1.671, 1.256)  0.1977
H (-1.783, 0.009, 2.294)  0.4665
H (2.376, 0.342, 0.663)  0.3426
H (2.248, -2.177, -0.343)  0.1775
H (0.321, 0.489, -2.431)  0.4749
H (-0.094, -0.495, 2.367)  0.4334
H (0.064, -1.225, -2.214)  0.4340

As for the HOMO energy: -0.45323 Ha. Its HOMO-LUMO gap is 8.7 eV. The largest force on an atom is 5.6 eV/Å. The calculation puts the energy relative to the best compared isomer or geometry (same formula, charge and spin) at 2.586 eV. The SMILES is C[C@](N)(S)[C@@](C)([NH3+])S. The total charge is +1. As for the spin multiplicity: 1.

=====

No. 9
DFT (ωB97M-V/def2-TZVPD) results for a 2-piece molecular cluster, C4H13N2Si overall in a non-equilibrium geometry.

Each line ends with the Mulliken charge.
Positions of all 20 atoms, in Å:
Si (1.202, 0.654, 0.385)  0.4145
N (-2.594, 0.554, 0.930)  -0.3081
N (-0.439, 0.416, 0.244)  -0.2353
C (2.364, 1.113, 1.885)  -0.9328
C (-1.470, 1.151, 0.502)  0.2022
C (-1.556, -1.675, -1.570)  -0.7929
C (2.002, -0.288, -1.079)  -1.0109
H (2.187, -1.377, -0.791)  0.3358
H (-2.054, -2.522, -0.966)  0.2920
H (-3.381, 1.004, 1.380)  0.2240
H (2.133, 2.145, 2.367)  0.3279
H (2.179, 0.341, 2.678)  0.3303
H (-0.848, -1.248, -0.852)  0.0046
H (3.392, 0.979, 1.506)  0.3274
H (1.391, -0.058, -2.005)  0.2924
H (-1.365, 2.346, 0.410)  0.2968
H (2.949, 0.102, -1.329)  0.4211
H (-1.034, -2.142, -2.461)  0.2946
H (-2.723, -0.430, 0.813)  0.2301
H (-2.335, -1.067, -2.047)  0.2863

As for the HOMO energy: -0.52109 Ha. Its HOMO-LUMO gap is 9.5 eV. The largest force on an atom is 3.0 eV/Å. The calculation puts the energy relative to the best compared isomer or geometry (same formula, charge and spin) at 1.772 eV. The total charge is +1. As for the spin multiplicity: 1.

=====

No. 10
DFT (ωB97M-V/def2-TZVPD) results for a 2-piece molecular cluster, C4H13N3 overall in a non-equilibrium geometry.

Each line ends with the Mulliken charge.
Positions of all 20 atoms, in Å:
N (2.225, 1.073, -0.452)  -0.4986
N (-0.448, 0.321, -0.637)  -0.4742
N (1.786, -1.151, -0.821)  -1.0166
C (1.672, -0.120, -0.013)  1.2186
C (-2.915, -0.060, -0.627)  -1.2346
C (1.504, -0.201, 1.489)  -1.4495
C (-1.603, -0.062, 0.158)  -0.4121
H (-3.143, 0.941, -0.993)  0.3299
H (-1.411, -1.063, 0.553)  0.2821
H (2.478, 1.767, 0.230)  0.1943
H (-1.681, 0.624, 1.009)  0.2932
H (1.666, -2.040, -0.347)  0.2136
H (1.005, -1.124, 1.775)  0.3473
H (2.759, 1.001, -1.300)  0.2677
H (-2.854, -0.734, -1.481)  0.3232
H (0.904, 0.637, 1.836)  0.3400
H (-3.739, -0.386, 0.005)  0.3633
H (2.482, -0.162, 1.973)  0.3760
H (-0.103, -0.477, -1.264)  0.3596
H (-0.583, 1.217, -1.095)  0.1769

As for the HOMO energy: -0.30670 Ha. Its HOMO-LUMO gap is 9.4 eV. The largest force on an atom is 3.2 eV/Å. The calculation puts the energy relative to the best compared isomer or geometry (same formula, charge and spin) at 1.035 eV. The SMILES is [H]/N=C(\C)N.CCN. As for the spin multiplicity: 1.

=====

No. 11
DFT (ωB97M-V/def2-TZVPD) results for a 2-piece molecular cluster, C4H13N3 overall in a non-equilibrium geometry.

Each line ends with the Mulliken charge.
Positions of all 20 atoms, in Å:
N (-0.526, 3.567, -0.784)  -0.6855
N (0.922, 1.958, -1.583)  -0.5020
N (0.255, -2.259, -1.069)  -0.5689
C (0.528, -1.139, 1.095)  -0.1288
C (-0.442, -1.795, 0.134)  -0.6468
C (-0.187, -0.419, 2.258)  -1.2655
C (-0.251, 2.659, -1.636)  0.0626
H (0.540, 0.052, 2.916)  0.3453
H (-0.940, 2.365, -2.429)  0.3662
H (-1.321, 4.095, -1.141)  0.2362
H (-0.362, -2.806, -1.658)  0.2276
H (-1.041, -2.571, 0.632)  0.3610
H (-0.885, -1.095, 2.748)  0.3412
H (1.525, 2.212, -0.813)  0.2623
H (-1.217, -1.068, -0.143)  0.3220
H (1.145, -1.900, 1.580)  0.3170
H (0.944, 0.979, -1.814)  0.2560
H (-0.774, 0.431, 1.891)  0.3195
H (0.983, -2.891, -0.764)  0.2135
H (1.105, -0.373, 0.578)  0.1671

As for the HOMO energy: -0.34078 Ha. Its HOMO-LUMO gap is 10.3 eV. The largest force on an atom is 1.3 eV/Å. The calculation puts the energy relative to the best compared isomer or geometry (same formula, charge and spin) at 0.553 eV. The SMILES is [H]/N=C/N.CCCN. As for the spin multiplicity: 1.

=====

No. 12
DFT (ωB97M-V/def2-TZVPD) results for a 2-piece molecular cluster, C4H13N3 overall in a non-equilibrium geometry.

Each line ends with the Mulliken charge.
Positions of all 20 atoms, in Å:
N (1.327, 1.516, 0.835)  -0.5777
N (-1.340, 0.242, 0.908)  -0.2280
N (-1.119, -0.939, 0.676)  -0.2010
C (-1.574, -1.587, -0.531)  -0.7652
C (1.879, 0.758, -0.251)  -0.4620
C (2.115, -0.791, 0.037)  -0.8702
C (-2.139, 1.074, 0.035)  -0.7438
H (2.559, -1.236, -0.852)  0.2959
H (-1.274, -1.034, -1.428)  0.2988
H (-2.669, -1.662, -0.538)  0.3602
H (1.187, -1.320, 0.246)  0.2052
H (-2.283, 2.030, 0.535)  0.2944
H (1.199, 0.836, -1.105)  0.2079
H (-3.107, 0.620, -0.195)  0.3161
H (2.843, 1.189, -0.537)  0.3462
H (-1.131, -2.581, -0.555)  0.3014
H (2.799, -0.927, 0.876)  0.3092
H (0.388, 1.107, 1.116)  0.3791
H (-1.609, 1.235, -0.909)  0.2862
H (1.949, 1.471, 1.636)  0.2474

As for the HOMO energy: -0.31696 Ha. Its HOMO-LUMO gap is 9.5 eV. The largest force on an atom is 1.9 eV/Å. The calculation puts the energy relative to the best compared isomer or geometry (same formula, charge and spin) at 2.375 eV. The SMILES is C/N=N\C.CCN. As for the spin multiplicity: 1.